(i)
Computed, not measured: a molecular structure, C8H8, with ωB97M-V with the def2-TZVPD basis set.

Results
gap between HOMO and LUMO	8.991	eV
E_LUMO	0.960	eV

CARTESIAN COORDINATES (ANGSTROEM)
C  -0.99407  2.01559  0.92361
C  -1.79688  1.51681  0.16966
C  0.77252  0.18506  -1.30352
C  -0.46856  0.32626  -0.68129
C  -0.76836  -0.47519  0.42043
C  0.14658  -1.34044  0.93950
C  1.40332  -1.44287  0.34019
C  1.69084  -0.74371  -0.80329
H  -0.17027  2.56199  1.31620
H  -2.43025  0.70267  -0.16281
H  0.97991  0.76357  -2.20123
H  -1.19788  1.03897  -1.09552
H  -1.70172  -0.27738  0.92739
H  -0.14829  -1.91569  1.83811
H  2.13071  -2.20062  0.70410
H  2.62534  -0.92255  -1.35795

---

(ii)
Computed, not measured: C8H8 in the gas phase, with ωB97M-V with the def2-TZVPD basis set.

Results
SMILES	C=Cc1ccccc1
gap between HOMO and LUMO	10.068	eV
E_LUMO	1.079	eV

CARTESIAN COORDINATES (ANGSTROEM)
C  1.53875  0.48659  -1.24466
C  1.52777  1.51903  -2.06623
C  -0.85622  -0.08769  -0.73527
C  0.45810  0.09796  -0.31569
C  0.74983  -0.14333  1.02213
C  -0.21398  -0.62275  1.90180
C  -1.48465  -0.90234  1.44704
C  -1.80877  -0.59366  0.12874
H  2.36648  -0.21538  -1.28507
H  2.35784  1.74318  -2.72754
H  0.73466  2.25554  -2.12423
H  -1.09942  0.12027  -1.76915
H  1.76093  0.00294  1.39209
H  0.10799  -0.72918  2.92878
H  -2.24906  -1.36668  2.05880
H  -2.80904  -0.79189  -0.23885

---

(iii)
Computed, not measured: a molecular structure, C8H8, with ωB97M-V with the def2-TZVPD basis set.

Results
gap between HOMO and LUMO	10.173	eV
E_LUMO	1.081	eV

CARTESIAN COORDINATES (ANGSTROEM)
C  2.91339  0.06776  -0.01338
C  1.70994  -0.21368  -0.10376
C  0.41045  -0.76989  -0.05024
C  -0.60575  -0.26117  1.00116
C  -1.73161  -0.86349  0.05791
C  -0.68110  -0.26144  -1.00990
C  -0.76720  1.20574  -0.66326
C  -0.76262  1.19422  0.66547
H  3.80415  0.59127  0.30251
H  0.59614  -1.82414  0.05317
H  -0.46644  -0.47829  2.05405
H  -1.74518  -1.89360  0.17244
H  -2.69308  -0.33823  0.11664
H  -0.81520  -0.63598  -2.03221
H  -0.90159  2.04304  -1.34266
H  -0.69175  1.94762  1.37206

---

Energies relative to the most stable structure are (i) 134.9; (ii) 0.0; (iii) 90.4, reported in kcal/mol.

---

(i)
Computed, not measured: 2 unconnected molecules or ions with the total composition C4H10O2S, with ωB97M-V with the def2-TZVPD basis set.

Results
SMILES	CC(=O)S.CCO
gap between HOMO and LUMO	10.500	eV
E_LUMO	0.707	eV

CARTESIAN COORDINATES (ANGSTROEM)
C  -2.72550  -0.61996  0.38774
C  1.96555  1.29835  -0.70506
C  -1.46563  -0.49698  -0.38323
C  2.09683  0.18467  0.32832
O  -0.98993  0.79331  -0.31492
O  1.43865  0.07605  1.34248
S  3.14633  -1.13106  -0.15341
H  -3.05269  -1.82018  0.36298
H  -2.46363  -0.46143  1.40969
H  -3.52606  0.08159  0.12773
H  0.85020  1.27491  -1.15896
H  1.95889  2.24220  -0.03959
H  2.65081  1.20416  -1.56217
H  -0.75920  -1.13486  0.20905
H  -0.85407  1.17132  0.66507
H  -1.51298  -0.76082  -1.44262
H  3.24244  -1.90125  0.92691

---

(ii)
Computed, not measured: 2 unconnected molecules or ions with the total composition C4H10O2S, with ωB97M-V with the def2-TZVPD basis set.

Results
SMILES	O=CCCCS.O
gap between HOMO and LUMO	9.903	eV
E_LUMO	0.541	eV

CARTESIAN COORDINATES (ANGSTROEM)
O  -0.83806  1.06095  -3.87147
C  -0.43094  0.53931  -2.82536
C  -1.31967  0.79610  -1.60200
C  -0.54419  0.36311  -0.33235
C  0.75444  1.15047  -0.11809
S  2.00933  0.76700  1.20730
H  0.43143  -0.21275  -2.69894
H  -2.24545  0.13526  -1.76119
H  -1.62851  1.78576  -1.48639
H  -1.22834  0.48424  0.52850
H  -0.27442  -0.76917  -0.32173
H  0.26862  2.04534  0.22162
H  1.14713  1.18971  -1.11461
H  1.20418  0.72456  2.20072
H  -1.00256  -5.12039  4.88923
H  -1.00391  -4.28991  3.75230
O  -1.48385  -4.22827  4.58904

---

Energies relative to the most stable structure are (i) 0.0; (ii) 9.7, reported in kcal/mol.

---

(i)
Computed, not measured: a molecular structure, C16H19N6O9SZr, with ωB97M-V with the def2-TZVPD basis set.

Results
gap between HOMO and LUMO	4.732	eV
charge	+1
E_LUMO	-4.526	eV

CARTESIAN COORDINATES (ANGSTROEM)
Zr  0.04315  0.34451  -0.07308
O  -1.12081  -1.33543  -1.34125
C  -1.19746  -2.70469  -0.88571
C  0.20581  -3.14846  -0.57254
N  0.87859  -2.27564  0.40634
C  2.30425  -1.99565  0.11639
C  2.20965  -0.58129  -0.43890
O  2.46287  0.39169  0.26495
O  1.36497  -0.40990  -1.43885
C  0.39763  -2.33417  1.80517
C  -0.23066  -0.95701  1.85870
O  0.54227  0.04329  2.01177
O  -1.31300  -0.72638  1.23779
H  -1.99302  -1.03082  -1.61874
H  -1.61120  -3.32215  -1.68199
H  -1.85359  -2.75508  -0.01668
H  0.79584  -3.11871  -1.48562
H  0.18623  -4.18064  -0.20989
H  2.70828  -2.71221  -0.59477
H  2.89895  -1.99755  1.02494
H  1.20565  -2.45431  2.52101
H  -0.33978  -3.12412  1.92733
N  -3.41914  2.43400  -1.67188
C  -2.52815  2.17619  -0.72410
N  -2.51942  2.89850  0.38699
O  -1.70016  1.20892  -0.93054
H  -4.05460  3.21379  -1.61558
H  -3.36933  1.92557  -2.53821
H  -3.13731  3.68737  0.49815
H  -1.81289  2.77287  1.08876
O  -0.22878  9.99712  -2.85451
S  -0.58419  8.67861  -2.40193
O  -0.47410  7.61754  -3.38963
O  -1.76157  8.58768  -1.55323
C  0.69660  8.22130  -1.21504
N  1.36252  9.13538  -0.49076
C  2.20220  8.69190  0.42945
C  2.39575  7.33950  0.71818
C  1.66561  6.49221  -0.08635
N  0.86105  6.90922  -1.04294
C  1.53646  5.01144  0.04200
C  1.55167  4.31322  1.24531
C  1.02840  3.03845  1.28178
N  0.56457  2.42992  0.17597
C  0.68506  3.06137  -1.01445
C  1.17050  4.32908  -1.12590
H  2.74415  9.44780  0.98885
H  3.07432  7.00799  1.49159
H  1.85586  4.78842  2.16792
H  0.95600  2.48200  2.20615
H  0.34124  2.53348  -1.89927
H  1.16978  4.85376  -2.07160

---

(ii)
Computed, not measured: a molecular structure, C16H19N6O9SZr, with ωB97M-V with the def2-TZVPD basis set.

Results
gap between HOMO and LUMO	7.484	eV
charge	+1
E_LUMO	-4.018	eV

CARTESIAN COORDINATES (ANGSTROEM)
Zr  -0.61624  0.23438  -1.63429
O  0.34061  -1.15428  -3.19873
C  0.85922  -0.71917  -4.48497
C  -0.24929  0.05585  -5.15286
N  -0.67867  1.15840  -4.28754
C  -2.12860  1.47849  -4.37660
C  -2.41385  1.13322  -2.94301
O  -2.05027  1.94455  -2.06402
O  -2.46601  -0.12021  -2.62423
C  0.22493  2.31021  -4.23576
C  0.86946  2.55831  -2.86918
O  1.38261  3.58554  -2.57189
O  0.82705  1.48354  -2.03642
H  0.85633  -1.89285  -2.85324
H  1.12612  -1.59629  -5.07182
H  1.74975  -0.11293  -4.31073
H  -1.09396  -0.61560  -5.30071
H  0.08162  0.41384  -6.13285
H  -2.64224  0.83935  -5.08719
H  -2.31234  2.52752  -4.58908
H  -0.27805  3.22981  -4.52677
H  1.05144  2.16749  -4.93725
N  -1.65779  0.86171  2.39907
C  -0.76056  1.17882  1.48074
N  0.32520  1.83565  1.76874
O  -0.99018  0.75933  0.25492
H  -1.62629  1.06942  3.39726
H  -2.46769  0.33985  2.12006
H  0.46616  2.01730  2.79320
H  0.93237  2.13769  1.02792
O  0.24850  1.69788  6.74132
S  -0.12437  1.31389  5.41883
O  0.48053  2.10004  4.34503
O  -1.54656  1.05983  5.13847
C  0.52399  -0.35734  5.18208
N  0.66186  -1.18547  6.20315
C  0.98172  -2.43943  5.91178
C  1.13136  -2.90665  4.60918
C  0.96566  -1.94676  3.63256
N  0.69639  -0.67661  3.90106
C  0.95244  -2.08210  2.14732
C  -0.13091  -2.70071  1.53000
C  -0.39904  -2.41240  0.20781
N  0.35895  -1.57196  -0.51205
C  1.50612  -1.12153  0.04675
C  1.83486  -1.35359  1.35655
H  1.11164  -3.11087  6.75344
H  1.36309  -3.93922  4.39360
H  -0.82168  -3.31651  2.08997
H  -1.29146  -2.79780  -0.27245
H  2.12575  -0.47377  -0.56610
H  2.71031  -0.88786  1.78895

---

Energies relative to the most stable structure are (i) 60.6; (ii) 0.0, reported in kcal/mol.

---

(i)
Computed, not measured: 2 unconnected molecules or ions with the total composition C3H9NO, with ωB97M-V with the def2-TZVPD basis set.

Results
gap between HOMO and LUMO (alpha / beta)	9.184 / 4.689	eV
charge	+1
E_LUMO (alpha / beta)	-5.094 / -9.533	eV
multiplicity	2
⟨S²⟩	0.76

CARTESIAN COORDINATES (ANGSTROEM)
C  -0.87549  -0.07941  -1.65636
N  0.28542  -0.97784  -1.30098
H  -0.38698  0.90365  -1.44205
H  -1.76630  -0.24714  -1.04811
H  -1.27003  -0.17587  -2.74663
H  0.37547  -1.85815  -1.72252
H  1.07750  -0.44511  -1.72997
C  0.98983  1.13434  1.67571
C  0.14994  0.15253  2.04189
O  -1.00288  -0.25393  1.31091
H  1.70602  1.39171  2.42748
H  1.00905  1.57246  0.66070
H  0.24790  -0.35997  2.95128
H  -0.53945  -0.75727  0.57865

---

(ii)
Computed, not measured: 2 unconnected molecules or ions with the total composition C3H9NO, with ωB97M-V with the def2-TZVPD basis set.

Results
gap between HOMO and LUMO (alpha / beta)	10.435 / 6.801	eV
charge	+1
E_LUMO (alpha / beta)	-5.387 / -8.957	eV
multiplicity	2
⟨S²⟩	0.76

CARTESIAN COORDINATES (ANGSTROEM)
C  -1.64824  1.08459  -0.54333
C  -0.18143  0.96844  -0.15450
C  0.67192  -0.92545  -1.48484
N  0.27366  -0.38882  -0.45245
H  -2.15702  0.13629  -0.34968
H  -1.95079  1.34840  -1.54135
H  -2.18693  1.77524  0.10837
H  0.52588  1.71538  -0.50653
H  -0.19561  1.00735  0.94265
H  0.48922  -0.53338  -2.48893
H  1.22534  -1.86587  -1.42401
H  0.80488  -0.94424  1.19967
H  1.42527  -1.32174  2.55210
O  0.85289  -0.66935  2.12811

---

Energies relative to the most stable structure are (i) 20.0; (ii) 0.0, reported in kcal/mol.

---

(i)
Computed, not measured: a molecular structure, C3H8N3, with ωB97M-V with the def2-TZVPD basis set.

Results
gap between HOMO and LUMO	9.782	eV
charge	+1
E_LUMO	-4.011	eV

CARTESIAN COORDINATES (ANGSTROEM)
C  2.30136  0.37158  -0.19652
C  1.78582  -0.71229  0.37943
C  0.30995  0.95640  0.23275
N  1.40170  1.41776  -0.20927
N  -0.76406  1.78787  0.44856
N  0.36465  -0.51815  0.58861
H  3.28960  0.64118  -0.64304
H  -2.19622  -1.07932  -0.92011
H  2.40953  -1.61107  0.57228
H  -1.45593  -0.99801  -1.17172
H  -1.61954  1.26210  0.44824
H  -0.77821  2.68640  -0.00353
H  -0.17325  -0.96275  -0.08959
H  0.05581  -0.73210  1.55912

---

(ii)
Computed, not measured: a gas-phase ion, C3H8N3 (charge +1), with ωB97M-V with the def2-TZVPD basis set.

Results
SMILES	NN1C[N+]12CC2
gap between HOMO and LUMO	11.919	eV
charge	+1
E_LUMO	-2.975	eV

CARTESIAN COORDINATES (ANGSTROEM)
C  -1.11395  0.92841  -0.43954
C  -1.68701  0.11169  0.56391
C  0.49520  -1.30532  -0.39144
N  0.93612  -0.41128  0.58025
N  1.99588  0.76457  0.06890
N  -0.39204  -0.23673  0.06452
H  -1.49979  0.74036  -1.48074
H  -0.73196  1.80025  -0.01795
H  -1.86160  0.43162  1.66192
H  -2.53979  -0.56333  0.44917
H  0.76626  -1.23318  -1.47218
H  0.43021  -2.23438  0.02003
H  2.60715  0.18938  -0.54107
H  2.59533  1.01794  0.93421

---

Energies relative to the most stable structure are (i) 0.0; (ii) 69.7, reported in kcal/mol.

---

(i)
Computed, not measured: a molecular structure, C3H8N3, with ωB97M-V with the def2-TZVPD basis set.

Results
gap between HOMO and LUMO	10.534	eV
charge	+1
E_LUMO	-5.142	eV

CARTESIAN COORDINATES (ANGSTROEM)
C  1.14651  0.99621  1.23063
C  -0.29721  -0.42945  0.29542
C  -1.41584  -1.00856  -0.44148
N  1.31491  -0.17863  1.67668
N  0.31328  -0.96769  1.22948
N  0.06626  1.14820  0.25370
H  1.79428  1.77913  1.53327
H  1.64878  -0.61380  -1.84050
H  0.85996  -0.55686  -1.80823
H  -2.22854  -1.29958  0.24166
H  -1.08266  -1.98321  -0.91130
H  -1.73559  -0.29033  -1.26875
H  -0.76633  1.77020  0.49452
H  0.38219  1.63438  -0.68509

---

(ii)
Computed, not measured: 2 unconnected molecules or ions with the total composition C3H8N3, with ωB97M-V with the def2-TZVPD basis set.

Results
gap between HOMO and LUMO	10.167	eV
charge	+1
E_LUMO	-3.057	eV

CARTESIAN COORDINATES (ANGSTROEM)
C  1.19337  -1.11974  -2.13845
C  1.18201  -1.52296  -0.76774
C  -1.40421  0.77086  0.80775
N  -1.90625  1.16983  1.80773
N  -2.62053  1.76448  2.72735
N  1.23378  -0.10693  -1.02598
H  1.99161  -1.09243  -2.88283
H  0.27883  -1.09014  -2.61199
H  0.27282  -1.72661  -0.21813
H  2.23661  -1.92939  -0.46230
H  2.09170  0.44490  -0.82405
H  0.41996  0.41308  -0.84483
H  -2.75076  1.22802  3.52386
H  -2.21894  2.79703  2.90959

---

(iii)
Computed, not measured: a gas-phase ion, C3H8N3 (charge +1), with ωB97M-V with the def2-TZVPD basis set.

Results
SMILES	C=N/C(N)=[NH+]/C
gap between HOMO and LUMO	10.458	eV
charge	+1
E_LUMO	-4.238	eV

CARTESIAN COORDINATES (ANGSTROEM)
C  -2.64390  0.34163  0.19912
C  -0.23346  -0.18174  0.04922
C  2.27466  0.47430  -0.43741
N  -1.50844  0.36351  -0.37616
N  -0.14299  -1.45077  0.46206
N  0.72286  0.65583  -0.30163
H  -3.56068  0.62093  -0.44791
H  -2.84653  0.22530  1.26454
H  2.52054  1.26332  -1.19754
H  2.48054  -0.56116  -0.81169
H  2.79505  0.54563  0.56563
H  -0.94128  -1.90844  0.72812
H  0.68186  -1.91456  0.82879
H  0.40177  1.52622  -0.52513

---

(iv)
Computed, not measured: a gas-phase ion, C3H8N3 (charge +1), with ωB97M-V with the def2-TZVPD basis set.

Results
SMILES	NC1=N[NH2+]CC1
gap between HOMO and LUMO	11.038	eV
charge	+1
E_LUMO	-3.313	eV

CARTESIAN COORDINATES (ANGSTROEM)
C  0.47827  -0.72799  0.50390
C  -0.51275  0.37803  0.75468
C  -0.52890  1.10219  -0.63258
N  0.69665  -0.84040  -0.76837
N  1.05903  -1.43739  1.44125
N  -0.17824  -0.00897  -1.52765
H  -1.55360  -0.06477  0.90709
H  -0.56703  1.19563  1.42284
H  -1.47260  1.73463  -0.78270
H  0.33713  1.77732  -0.68645
H  0.79974  -1.11935  2.45672
H  1.89939  -1.90619  1.27011
H  -0.98655  -0.43848  -2.07722
H  0.52948  0.35577  -2.28162

---

Energies relative to the most stable structure are (i) 74.6; (ii) 68.5; (iii) 0.0; (iv) 13.6, reported in kcal/mol.